This record from the OMol25 dataset describes 22 unconnected molecules or ions with the total composition C82H220N12O34 at a distorted geometry. The level of theory is ωB97M-V/def2-TZVPD.

```
348
Properties=species:S:1:pos:R:3:forces:R:3:mulliken_charge:R:1
C -4.5438 -4.9164 3.8083 -1.01 -1.74 0.10 -0.1204
O -5.0895 -4.8995 2.4749 0.65 0.06 1.08 0.0252
C -6.0240 -5.9777 2.2247 1.57 -0.04 0.26 -0.7793
C -5.7530 -6.6064 0.8569 -0.19 -0.45 1.61 -1.0456
N -4.7325 -7.6431 0.8810 -1.33 -1.92 -1.22 -0.0589
C -5.1537 -8.9951 1.3699 -0.06 2.26 1.44 -0.6607
C -4.0250 -9.9623 1.3953 0.52 1.08 0.01 -0.7372
O -3.0187 -9.3624 2.1829 0.55 0.70 -0.02 -0.2053
C -1.7684 -9.8898 1.8880 1.71 0.37 -0.67 -0.8762
H -3.8110 -4.1780 4.0355 0.45 1.04 -0.65 -0.4628
H -4.0213 -5.8761 3.9414 -0.15 0.05 0.11 0.2353
H -5.2987 -4.8286 4.6262 0.07 -0.09 -0.73 0.2984
H -6.9683 -5.5069 2.3125 -1.38 0.12 -0.07 0.5786
H -5.9308 -6.7888 2.9693 -0.01 0.48 0.06 0.3629
H -5.5295 -5.8251 0.1722 0.41 0.52 -0.71 0.3828
H -6.7080 -7.0192 0.5717 -0.30 -0.50 -0.46 0.5354
H -3.9108 -7.4087 1.3627 1.27 0.78 0.73 0.1035
H -5.9703 -9.3603 0.8057 -0.86 -0.37 -0.82 0.4474
H -5.5054 -8.8948 2.4217 -0.08 -0.22 -0.28 0.2595
H -3.6520 -10.1042 0.3888 0.13 -0.33 -0.37 0.4334
H -4.2703 -10.8746 1.8925 -0.59 -1.03 -0.08 0.4341
H -0.9192 -9.2751 2.3174 -1.25 -0.71 -0.19 0.2381
H -1.5406 -9.9440 0.7934 -0.43 0.29 0.50 0.3238
H -1.7154 -10.9125 2.2265 0.30 -0.56 0.43 0.3915
C -2.5559 -1.6218 3.0427 -0.97 2.64 -1.23 0.0937
O -1.2082 -1.7192 2.6503 -0.60 -1.18 1.17 1.5320
C -0.8957 -0.6926 1.7794 -0.32 0.60 -1.30 -0.6853
C 0.4179 -0.9890 1.1201 -0.31 -0.94 -1.82 2.0914
N 0.7090 -0.0595 0.0302 -0.60 -0.35 -2.10 1.4657
C 0.2241 -0.4432 -1.3588 0.17 0.55 0.99 -0.1864
C 0.7246 0.4984 -2.4150 1.02 0.96 -1.32 0.2211
O 2.1211 0.2840 -2.5977 0.13 -0.90 1.31 1.9607
C 2.7127 0.9011 -3.6767 -1.43 0.40 -2.01 0.5082
H -3.2303 -1.8924 2.2081 0.20 0.34 0.02 -0.6580
H -2.8212 -0.5569 3.3952 0.45 -1.30 -0.84 -0.3749
H -2.8643 -2.2197 3.8361 0.32 -1.43 1.54 -0.4465
H -0.8977 0.2522 2.3222 0.16 0.35 0.00 0.1229
H -1.6645 -0.6031 0.9813 0.07 -0.01 0.27 -0.2974
H 0.4867 -2.0894 0.8387 -0.30 1.07 0.15 -1.5302
H 1.2123 -0.8046 1.7540 1.54 0.00 1.91 -0.3201
H 1.7178 0.0195 -0.0825 -0.18 0.00 0.19 -0.7589
H -0.8644 -0.4702 -1.4456 -0.07 0.12 0.44 0.0981
H 0.5773 -1.4172 -1.7079 0.11 -0.35 0.43 -0.3304
H 0.6531 1.6103 -2.2215 -0.74 -1.01 0.00 -0.5390
H 0.3071 0.1998 -3.3994 -0.61 0.51 0.50 -0.4198
H 2.5589 1.9816 -3.7209 -0.20 0.28 0.29 -0.6432
H 2.3093 0.5374 -4.7010 0.54 0.10 1.44 -0.3866
H 3.7514 0.7473 -3.5794 1.06 -0.40 -0.22 0.0467
C -3.8295 4.0857 3.7137 -0.68 -1.51 -1.97 -0.5764
O -3.3319 3.4249 4.8254 1.12 -0.39 0.42 -0.4904
C -1.9010 3.3961 4.8670 -0.84 0.85 0.19 0.4595
C -1.3077 4.6983 5.3585 -1.18 -1.21 0.91 -0.9146
N 0.0467 4.6981 4.9466 1.72 -0.14 -0.41 -0.3751
C 0.7843 3.6098 5.6567 0.21 0.32 -0.62 0.1531
C 2.3004 3.8291 5.6178 -1.34 0.72 1.04 -0.5859
O 2.4659 4.9974 6.5127 0.58 -1.86 -0.69 -0.4838
C 3.8570 5.1693 6.7701 -0.98 -0.27 -1.44 -0.8330
H -4.9132 3.8207 3.6665 0.77 0.37 -0.18 0.3154
H -3.3117 3.7422 2.7576 -0.69 0.01 0.91 0.1521
H -3.7148 5.1433 3.6762 0.06 1.16 0.54 0.3356
H -1.4126 3.3349 3.9200 -0.32 -0.58 -1.52 0.0643
H -1.5710 2.5463 5.4128 -0.13 -0.71 0.75 -0.1679
H -1.3428 4.6962 6.4441 -0.42 0.41 0.50 0.3407
H -1.9442 5.4675 4.9484 0.34 0.69 -0.13 0.5038
H 0.4751 5.5365 5.2779 0.43 0.80 0.05 0.2559
H 0.5335 2.6620 5.1535 0.04 0.15 0.61 -0.8320
H 0.4812 3.6817 6.7202 0.11 -0.78 -0.28 0.8826
H 2.6317 4.1645 4.6449 0.18 -0.29 -0.44 0.5599
H 2.8176 2.8588 5.8971 -0.21 1.37 0.16 0.2840
H 4.1950 4.2963 7.3325 0.36 0.49 0.64 0.2265
H 3.8927 6.1699 7.1854 0.79 -0.19 0.51 0.3475
H 4.3848 5.1131 5.7945 0.08 0.39 0.46 0.3003
C 4.9277 1.9022 2.9996 0.28 0.36 -1.00 -0.6732
O 3.7909 1.5666 3.7414 0.01 -1.04 0.83 -0.2767
C 3.4252 0.1829 3.6018 -1.65 1.36 -0.80 -0.8381
C 2.2322 -0.0457 4.5723 1.14 0.93 -3.54 -0.8949
N 1.8045 -1.3614 4.6663 -0.58 -2.33 0.51 2.0039
C 2.2268 -1.9827 5.9004 -0.19 -0.22 1.25 0.6814
C 1.3335 -3.1566 6.2898 1.28 1.09 0.71 -1.2033
O 0.0257 -2.7015 6.4037 -0.48 0.46 0.51 -0.1514
C -0.9007 -3.4698 5.7163 -1.47 -1.09 -0.56 -1.6068
H 5.8036 1.2268 3.2375 -0.74 0.76 -0.22 0.3134
H 5.1492 2.9793 3.2202 0.03 -1.03 -0.17 0.2087
H 4.6733 1.8205 1.8970 0.58 0.01 1.06 0.1589
H 4.2391 -0.4981 3.7196 0.85 -0.44 0.47 0.6978
H 3.0647 0.0662 2.5576 0.14 -0.23 0.27 -0.2643
H 1.4296 0.5077 4.1687 -0.92 1.12 -0.36 -0.2009
H 2.5235 0.3780 5.4504 0.63 1.16 2.88 0.5384
H 0.7851 -1.4314 4.6152 0.28 0.23 0.13 -0.8319
H 2.1280 -1.2738 6.7724 0.08 -0.28 -0.80 -0.8168
H 3.2747 -2.3305 5.9336 -0.25 0.20 -0.50 0.3047
H 1.6913 -3.3579 7.3165 -0.06 -0.92 -0.42 0.3918
H 1.4099 -3.9734 5.5781 0.16 -0.31 0.16 0.4235
H -0.5317 -4.5183 5.6411 -0.17 0.59 -0.45 0.7017
H -1.1174 -3.0045 4.7172 0.24 -0.74 0.69 0.6597
H -1.8576 -3.5883 6.2851 0.68 0.61 -0.31 0.0827
C 4.6504 -1.3179 -5.8001 0.46 -0.48 -0.81 -0.8401
O 5.2633 -0.8015 -4.6784 0.86 -0.20 1.80 0.9683
C 6.6619 -1.1192 -4.5215 -0.72 0.65 -1.16 -0.9364
C 7.1819 -0.6195 -3.2053 -2.14 2.00 -0.32 -0.7061
N 6.8110 0.8122 -3.0974 -0.14 -0.22 -0.59 -0.1999
C 6.9179 1.4175 -1.7855 1.49 -1.34 1.56 -0.1258
C 6.1002 2.7006 -1.7567 0.64 0.22 0.68 -0.9471
O 4.7218 2.4080 -1.8731 0.04 0.71 -0.96 0.0621
C 4.0823 2.1075 -0.6702 1.29 -0.33 1.45 -0.2472
H 4.9871 -2.3424 -6.0418 -0.32 0.13 0.32 0.4959
H 4.9112 -0.7100 -6.6652 -0.09 0.23 -0.45 0.4791
H 3.5776 -1.2760 -5.6462 -0.09 -0.15 0.07 -0.5881
H 7.1561 -0.6188 -5.3766 0.27 -0.12 0.37 0.3465
H 6.8371 -2.1778 -4.6057 -0.15 -0.68 -0.08 0.4788
H 8.2115 -0.6798 -3.2203 2.39 -0.36 0.07 0.5899
H 6.7868 -1.1445 -2.3628 -0.38 -0.81 0.58 0.0351
H 5.8422 0.8449 -3.3855 -0.18 0.16 0.05 -0.3210
H 8.0308 1.6045 -1.6061 -1.35 0.13 -0.02 0.4335
H 6.6260 0.6473 -0.9699 0.12 1.22 -0.90 -0.2064
H 6.4974 3.3052 -2.5676 -0.76 -0.05 -0.81 0.3754
H 6.2777 3.4064 -0.9218 -0.01 -0.85 0.35 0.4293
H 4.1440 2.9262 0.0925 -0.22 -0.30 -0.76 0.7526
H 4.5442 1.2183 -0.2005 0.09 0.19 -0.03 -0.2374
H 3.0849 1.7908 -0.8588 -0.98 0.23 -0.38 -0.7347
C 5.7073 -2.1769 0.8587 1.29 -1.59 1.14 -0.5837
O 5.2692 -1.7969 -0.4022 1.38 -0.18 0.13 0.0141
C 3.9025 -1.6686 -0.4085 -1.99 -0.90 0.92 1.1298
C 3.2046 -3.1264 -0.3042 0.29 1.91 -1.88 -0.5126
N 3.4271 -3.9222 -1.4932 1.36 -1.25 0.12 -0.1234
C 3.0960 -3.2876 -2.7576 0.05 1.73 1.72 0.9425
C 3.1950 -4.1809 -3.8974 1.87 -0.84 -0.51 -0.8122
O 4.5840 -4.3521 -4.2692 0.10 0.39 -0.29 -0.2890
C 4.7563 -5.2460 -5.3527 0.73 0.33 0.20 -0.9295
H 6.8073 -2.3042 0.8850 -0.48 0.19 -0.41 0.3617
H 5.2943 -3.1515 1.2562 0.25 0.93 -0.63 0.1426
H 5.4635 -1.4391 1.6018 -0.29 0.60 0.45 0.1335
H 3.6894 -1.0518 -1.2751 -0.61 -0.39 -0.33 -0.2726
H 3.5309 -1.0924 0.4731 0.33 -0.19 -0.15 -0.9398
H 2.1127 -2.9612 -0.3283 0.26 -0.04 0.88 -0.2687
H 3.6149 -3.6470 0.5694 -0.69 0.35 -0.37 0.5150
H 4.3649 -4.3737 -1.4844 -0.93 0.79 -0.31 0.4301
H 3.6761 -2.3481 -2.8960 -0.13 -0.46 -0.39 -0.6119
H 2.0461 -2.9646 -2.7213 0.12 -0.11 0.31 -0.3944
H 2.5963 -3.7576 -4.6848 -0.17 -0.16 -0.89 0.0721
H 2.9073 -5.1613 -3.5872 -1.07 -0.76 -0.03 0.8303
H 4.5703 -6.2743 -5.0689 -0.34 -0.40 0.19 0.3194
H 5.8119 -5.2318 -5.7153 -0.74 0.37 0.36 0.2274
H 4.0866 -4.9629 -6.1535 -0.17 -0.04 -0.53 0.3687
C 1.1267 3.9098 10.3682 2.54 0.68 -2.19 -0.9292
O 1.0358 2.8537 9.3829 -1.53 0.79 0.62 -0.1636
C 1.9089 1.7706 9.5915 0.55 0.92 1.04 -1.0840
C 1.7742 0.7867 8.4825 -0.07 0.13 -0.43 -0.1102
N 0.4012 0.2549 8.4592 1.42 0.04 -1.03 0.4677
C 0.2064 -0.8043 9.3963 -0.89 -1.15 0.78 -0.5451
C -1.2691 -0.8286 9.8507 -0.40 -0.49 -2.05 -0.1905
O -1.5952 0.2497 10.6622 -0.60 1.38 0.20 -0.3430
C -1.3656 0.0186 12.0290 0.21 -1.30 -0.12 -0.7049
H 2.2416 4.0850 10.5358 -1.20 -0.31 0.35 0.3655
H 0.6070 3.7173 11.2714 -0.51 -0.40 0.86 0.2673
H 0.8256 4.8919 9.9219 -0.30 -1.13 0.14 0.2170
H 1.8095 1.2645 10.5871 -0.28 0.48 -0.52 0.2998
H 2.8618 2.2687 9.5651 1.20 -0.41 0.16 0.8036
H 2.4863 0.0038 8.6788 0.25 -0.60 0.01 0.6492
H 2.1042 1.2506 7.5353 -0.60 -0.14 0.19 -0.8302
H -0.1332 1.0329 8.7387 -1.22 1.14 0.34 0.3248
H 0.8489 -0.7600 10.2965 -0.06 0.15 -0.24 0.4879
H 0.4212 -1.7459 8.8873 0.02 -0.18 0.11 -0.2197
H -1.5415 -1.8122 10.2720 0.14 0.33 0.22 0.5233
H -1.9274 -0.7044 8.9261 0.90 -0.27 1.02 -0.2487
H -0.3223 -0.3114 12.0889 0.00 0.00 0.73 0.2919
H -2.0267 -0.8371 12.3026 0.42 0.58 0.44 0.2993
H -1.5254 0.8935 12.6806 -0.12 -0.26 -0.69 0.2602
C -1.1591 -6.7140 3.3418 -2.45 -0.86 1.14 -0.9147
O -1.9562 -6.4329 2.1790 0.67 -0.12 1.43 -0.0367
C -1.6282 -5.1308 1.7473 -0.24 0.57 0.91 0.8539
C -2.3852 -4.8618 0.4834 -0.90 -1.21 -1.71 -0.5485
N -2.0203 -3.6160 -0.1651 -0.30 1.39 -0.28 2.1547
C -3.0371 -3.0522 -1.1340 0.79 -1.24 0.31 -0.3135
C -4.4752 -2.9205 -0.6457 0.71 -2.20 -0.52 -0.3588
O -5.3469 -4.0492 -1.0915 0.32 2.34 -0.15 -0.5535
C -6.6690 -3.5251 -1.1418 -0.47 0.60 1.14 -0.8344
H -1.3088 -7.7718 3.6179 0.04 0.47 -0.32 0.4044
H -1.4393 -6.1442 4.2760 -0.19 -0.09 -1.06 0.0036
H -0.1388 -6.5247 3.2038 1.70 0.27 -0.63 0.3979
H -0.5356 -5.1262 1.6543 -0.06 0.52 -0.48 -0.4663
H -1.8904 -4.3797 2.5452 0.18 -0.45 -0.54 -0.0584
H -3.4841 -4.8845 0.6296 0.53 -0.19 0.52 -0.6255
H -2.1886 -5.7338 -0.2093 -0.07 0.87 0.46 0.2060
H -1.9368 -2.9085 0.5723 0.16 -0.22 -0.23 -1.3034
H -2.9764 -3.6055 -2.0692 -0.22 -0.47 0.00 0.6777
H -2.6651 -2.0864 -1.4258 0.12 0.70 0.20 -0.3421
H -4.8427 -2.0091 -1.0458 -0.58 0.78 -0.09 0.6916
H -4.4102 -2.9240 0.4326 -0.58 0.24 0.52 -0.1913
H -7.1414 -3.5330 -0.1496 0.16 -0.26 0.21 0.2519
H -7.3462 -4.0614 -1.7786 0.16 -0.65 -0.59 0.3463
H -6.7519 -2.4528 -1.4057 0.49 -0.43 -0.37 0.2706
C 7.3532 6.5033 -6.5388 -1.32 -1.54 1.74 -0.6168
O 7.5336 5.2984 -7.2638 -0.16 1.30 -0.11 -0.3328
C 8.3994 4.3426 -6.7253 -0.34 -1.16 0.55 -0.6310
C 7.5964 3.0396 -6.7071 -0.06 -0.50 -1.08 -0.7092
N 6.7383 2.9704 -5.5124 -0.05 -0.20 -0.50 0.3465
C 5.3700 2.4714 -5.8076 1.16 -2.07 1.06 0.3787
C 4.4962 3.4920 -6.4249 -0.32 1.97 -0.85 -0.6744
O 3.0712 3.2160 -6.3988 1.94 -0.63 -0.67 -0.0186
C 2.7938 2.0396 -7.1780 -1.76 0.15 1.08 -0.3361
H 6.7661 6.2537 -5.5753 0.79 0.52 -1.24 0.1658
H 6.7603 7.1534 -7.1446 -0.40 0.39 -0.41 0.2571
H 8.2486 7.0170 -6.2448 0.81 0.08 -0.02 0.3476
H 8.6454 4.5124 -5.6428 0.29 0.35 -1.04 0.3407
H 9.2502 4.2409 -7.4181 0.18 0.11 0.62 0.3985
H 8.2468 2.1391 -6.7700 -0.02 0.47 0.12 0.4091
H 7.0249 3.0203 -7.6816 0.25 0.04 1.10 0.3488
H 7.2588 2.3502 -4.8675 -1.19 0.29 -0.12 0.0905
H 4.8958 2.1133 -4.8887 0.18 0.32 0.21 -0.2477
H 5.4394 1.5363 -6.4095 -0.12 0.47 -0.09 -0.1169
H 4.8243 3.6268 -7.4905 -0.43 0.20 0.68 0.1907
H 4.6768 4.4605 -5.8794 -0.41 -0.84 -0.56 0.0584
H 3.0924 1.1184 -6.6395 0.23 0.43 -0.38 -0.0707
H 3.1977 2.0376 -8.2182 -0.26 0.31 0.71 0.5954
H 1.6705 2.0461 -7.1233 0.93 -0.38 -0.76 -0.0240
C -2.0950 2.9347 -0.4376 0.08 0.01 -0.12 0.0608
O -3.4756 3.1433 -0.4949 -1.78 -0.91 0.14 0.0749
C -3.9782 4.4151 -0.8523 5.98 2.21 1.15 -0.4228
C -5.3601 4.4914 -1.1310 -3.60 1.03 0.17 -0.3538
N -5.6437 3.5472 -2.1632 -2.64 0.12 -2.21 -0.1029
C -7.0373 3.6267 -2.6995 -1.23 0.45 0.00 -0.9711
C -8.1959 3.3111 -1.6674 0.19 -0.40 -0.80 -0.5573
O -7.8877 2.0570 -1.0341 -0.07 0.53 -1.04 -0.0838
C -8.7429 1.7646 0.0231 0.17 -0.30 0.49 -0.9095
H -1.6392 3.2066 -1.3918 0.22 0.16 -0.03 -0.1340
H -1.9354 1.8551 -0.2950 0.00 0.37 0.14 -0.5516
H -1.6409 3.4925 0.3927 0.11 -0.03 -0.14 0.3768
H -3.3631 4.7864 -1.7434 -0.84 -0.43 0.80 0.0444
H -3.7017 5.1388 -0.0027 -0.37 -0.70 -0.91 0.2611
H -5.6364 5.5722 -1.4022 0.53 -1.51 -0.02 0.3613
H -5.9885 4.2884 -0.2388 0.33 0.07 0.07 0.2221
H -5.6851 2.6533 -1.7438 0.73 -1.28 0.54 0.0978
H -7.2594 2.9717 -3.5619 0.92 -0.21 0.47 0.3372
H -7.2423 4.6182 -3.1499 0.26 -0.16 0.56 0.4465
H -9.2318 3.2780 -2.1825 1.57 0.03 0.66 0.3562
H -8.2173 4.0481 -0.8757 -0.21 0.52 0.19 0.3663
H -9.7831 1.6400 -0.2556 -0.35 0.37 -0.22 0.3613
H -8.6103 2.4479 0.8539 -0.31 0.71 0.11 0.3951
H -8.4439 0.8299 0.4473 0.31 -0.88 0.02 0.1892
C 2.4037 -1.2834 -8.3536 0.16 1.69 -1.38 -0.3980
O 1.0831 -1.4109 -8.8767 0.96 0.64 -0.87 -0.3888
C 0.4942 -2.6189 -8.5254 0.89 -0.13 1.12 0.5322
C -0.9659 -2.6980 -8.8193 -1.16 1.12 -0.73 -1.1182
N -1.7519 -1.7162 -8.0261 0.74 -0.40 -0.31 -0.0851
C -1.7322 -0.4070 -8.6684 0.68 0.78 0.84 -0.6699
C -2.3197 0.6665 -7.8282 0.19 1.06 0.71 -0.9869
O -1.5792 0.7195 -6.6565 0.56 0.46 1.89 0.4863
C -2.0405 1.6632 -5.6304 -0.65 -2.01 -0.67 -0.5031
H 3.1407 -2.0320 -8.7198 -0.71 -0.14 0.46 0.3328
H 2.3015 -1.2207 -7.2694 0.49 -0.16 0.03 0.0894
H 2.8244 -0.3036 -8.7813 -0.78 -1.22 0.86 0.1607
H 0.7490 -2.7470 -7.4436 -0.90 -0.25 -0.30 -0.4920
H 0.9904 -3.4470 -9.0040 0.37 -0.54 -0.59 0.5193
H -1.2319 -3.6976 -8.5351 -0.47 -0.55 0.28 0.4467
H -1.2709 -2.5944 -9.9268 0.99 -0.14 1.25 0.3124
H -2.7091 -2.0253 -8.0607 -0.38 -0.18 0.27 0.1892
H -2.3174 -0.4238 -9.5622 0.16 0.08 -1.30 0.4910
H -0.7177 0.0145 -8.7236 -0.06 -1.05 -0.92 0.2396
H -3.3206 0.4601 -7.5425 -1.52 0.06 -0.06 0.4449
H -2.1958 1.6497 -8.3274 -0.59 -0.40 -0.26 0.2408
H -1.6536 1.2337 -4.6893 0.27 0.79 -0.42 -0.2584
H -3.1440 1.6001 -5.5052 0.56 0.15 -0.35 0.2605
H -1.7389 2.6537 -5.9328 0.23 0.46 0.41 0.2318
C 0.6381 5.0163 -1.3485 1.30 0.70 -1.23 -0.1586
O 1.6336 5.7937 -2.0369 -0.07 -0.69 0.05 -0.5268
C 2.1400 5.1296 -3.2161 -1.61 2.28 -0.14 1.0426
C 0.9865 4.8071 -4.1929 -0.02 -0.18 1.25 -0.8779
N 0.1761 5.9672 -4.5006 0.25 -0.21 -0.35 0.2657
C 0.8177 7.0238 -5.2449 -1.15 -0.44 -2.09 -0.7098
C -0.0665 8.2464 -5.1277 1.38 1.20 0.72 -0.7292
O -0.3085 8.6668 -3.7450 -0.51 -0.74 -1.79 -0.4186
C 0.8291 9.1864 -3.1516 1.82 0.84 -1.59 -0.5493
H -0.2143 4.9250 -1.9866 -0.97 0.03 -0.01 0.0866
H 0.4364 5.4955 -0.4249 -0.31 0.47 0.79 0.5457
H 1.0269 4.0396 -1.1773 0.30 -1.05 0.34 -0.1100
H 2.6269 4.2353 -3.0289 1.18 -1.93 0.94 -1.0345
H 2.8846 5.8645 -3.5514 -0.26 -0.37 -0.51 0.3406
H 0.2866 4.0846 -3.6900 0.80 0.36 -0.49 -0.5339
H 1.3956 4.2892 -5.0524 -0.05 0.18 -0.46 0.8991
H -0.0824 6.4356 -3.6578 -0.40 -0.13 1.07 0.3400
H 0.7156 6.7059 -6.3357 0.83 0.62 1.08 0.2452
H 1.8425 7.2560 -4.9887 0.44 -0.16 0.12 0.4559
H -0.9967 8.0354 -5.5762 -1.33 -0.20 -0.14 0.3271
H 0.4124 9.0625 -5.7272 -0.34 -0.24 0.67 0.4215
H 1.3883 9.8453 -3.9039 -0.35 -0.93 0.78 0.2701
H 1.5024 8.4300 -2.7418 0.04 -0.11 -0.09 0.1419
H 0.5740 9.8697 -2.3915 -0.66 0.58 1.17 0.3077
C 2.2344 -4.1912 2.7088 0.68 -1.14 0.67 -0.4947
O 2.8855 -2.9595 2.7531 0.39 0.55 -0.70 -0.3610
H 2.6447 -4.8414 3.5486 -0.86 0.44 -0.71 0.2749
H 1.1313 -4.1771 2.6984 0.29 0.31 0.32 0.0564
H 2.5324 -4.7008 1.7787 -0.15 0.10 0.25 0.5025
H 2.4510 -2.2713 3.3089 -0.33 -0.64 0.32 0.2046
C -5.7237 -0.2630 4.9183 -0.32 0.87 0.35 -0.6245
O -5.5348 -0.0469 6.3167 -0.62 0.95 0.08 -0.5000
H -6.7769 -0.3554 4.6710 -0.26 -0.67 0.05 0.6157
H -5.4251 0.6105 4.3580 0.61 0.31 -0.27 0.2252
H -5.1266 -1.1034 4.6337 0.12 -0.60 -0.23 0.0367
H -5.9652 0.8200 6.4965 0.61 -0.96 0.13 0.2839
C -5.1135 -3.3073 7.3340 -2.08 0.32 0.42 -0.8983
O -3.9537 -2.5441 7.2684 0.47 0.90 -0.43 -0.1353
H -5.7035 -2.9836 8.1996 -0.01 -0.23 0.18 0.3393
H -5.8759 -3.2147 6.5003 1.26 -0.04 0.25 0.1919
H -4.8560 -4.3428 7.4989 0.16 -0.30 -0.21 0.3593
H -4.1868 -1.6018 7.3897 -0.02 -0.63 -0.28 0.0694
C -0.0542 -2.3294 -4.6939 0.65 2.36 1.79 0.3787
O -1.1814 -1.4612 -4.9142 0.23 -1.10 0.67 -0.1989
H 0.1239 -2.4347 -3.5884 -0.45 0.38 -0.92 -0.7869
H -0.1096 -3.3406 -4.9987 -0.42 -0.95 -1.04 0.8732
H 0.8373 -1.7793 -5.0693 -0.18 -0.73 -0.06 -0.3120
H -1.2558 -1.2672 -5.8580 -0.02 0.09 -0.41 -0.1010
C 0.5522 -5.4728 -1.2751 -0.39 0.04 -0.01 0.3586
O 0.0159 -4.5315 -2.2033 -0.15 0.34 0.29 -0.3832
H 1.5926 -5.3166 -1.1011 0.89 0.38 -0.11 0.0698
H 0.0943 -5.4926 -0.2916 -0.50 0.28 -0.04 -0.6081
H 0.4501 -6.4576 -1.6934 -0.20 -0.55 -0.30 0.3149
H -0.5394 -3.8721 -1.7385 0.25 -0.66 0.25 0.0746
C -1.9876 5.7454 -7.1036 0.24 -1.49 -1.35 -0.4286
O -2.2972 5.6242 -5.7528 -0.63 0.24 -0.18 -0.5779
H -1.1487 6.4096 -7.3286 0.24 -0.06 0.23 0.1732
H -1.7509 4.7100 -7.5506 -0.20 1.36 0.34 -0.0256
H -2.8092 6.1662 -7.6854 -0.31 -0.17 0.27 0.3340
H -1.4462 5.5671 -5.2979 0.48 0.12 0.59 0.4568
C -5.6512 0.1691 0.5987 0.04 1.18 -1.04 -0.2743
O -4.2905 0.1983 0.1561 0.35 0.05 0.02 0.3848
H -5.7790 -0.0748 1.6487 0.59 -0.28 0.19 0.2516
H -6.1242 1.1463 0.4591 0.12 -0.01 0.01 -0.0415
H -6.2339 -0.5240 -0.0050 -0.04 -0.27 -0.01 0.1178
H -4.0592 0.9474 -0.4468 -0.91 -0.57 0.90 -0.1666
C -2.1942 -0.0929 6.1770 -0.95 1.60 -1.27 -1.4652
O -0.8522 0.2332 5.8305 0.37 -0.66 2.66 2.2768
H -2.7273 0.0731 5.2238 -0.31 -0.23 0.76 -0.2346
H -2.3203 -1.1003 6.5038 0.15 -0.91 0.04 0.5173
H -2.6954 0.5606 6.9499 0.78 -0.20 -0.61 0.2897
H -0.4145 0.0133 6.7275 0.29 0.68 -1.62 -0.5054
C -4.8921 -1.4906 -4.2952 -0.50 0.54 1.03 -0.7084
O -3.8976 -0.4857 -4.2868 -0.21 -0.06 0.15 -0.0329
H -4.6327 -2.2820 -4.9499 0.29 -0.95 -0.75 0.3058
H -5.0779 -1.9336 -3.2879 0.13 0.32 -0.51 0.2556
H -5.8271 -1.0535 -4.6558 0.08 0.04 0.12 0.3305
H -3.0408 -0.9281 -4.3204 0.35 0.00 -0.05 0.0366
C 1.2830 2.9905 1.9742 -1.35 0.49 -1.78 1.8091
O 1.4098 4.2886 2.4533 0.09 0.84 0.28 -0.8432
H 1.0268 3.0450 0.8892 0.12 -0.25 0.54 -0.8897
H 2.2017 2.5001 2.0594 1.49 -1.03 0.21 -0.3778
H 0.5056 2.3828 2.4257 -0.25 -0.03 0.42 -0.1089
H 0.7850 4.4743 3.1725 -0.16 -0.06 0.24 0.4798
```
Positions in Å, forces in eV/Å.

The value obtained for the frontier orbital gap is 8.19 eV. Its total energy is -176073.57620 eV. The calculation puts the HOMO energy at -7.7 eV.